a | Formula: C36H93N5O16
Source: OMol25
Level of theory: wB97M-V/def2-TZVPD

```
! wB97M-V def2-TZVPD RIJCOSX def2/J DEFGRID3
* xyz 0 1
O -8.398 -0.890 6.491
O -1.517 3.061 0.888
O 3.077 5.348 2.436
O -3.394 2.491 -2.174
O 1.814 -1.396 -5.998
O -1.680 -5.209 -1.694
O -0.661 -3.744 -4.000
O -4.930 -1.913 1.475
O 1.123 -4.949 3.021
O 1.713 1.663 -3.004
O 1.056 -1.978 -0.414
O 3.566 1.460 -0.663
O 5.437 0.141 -2.052
O 3.408 -1.561 5.264
O -0.316 -0.843 2.237
O 0.974 2.887 -6.971
N 0.987 3.515 2.552
N -0.595 2.477 -4.597
N 2.951 -1.242 -2.458
N 2.725 -1.830 2.389
N -6.448 -0.651 3.440
C -2.715 3.983 0.758
C -7.943 -1.219 5.203
C 3.157 -1.144 6.578
C 0.217 2.328 2.308
C -4.971 -0.555 1.513
C -0.482 -4.435 -1.625
C -4.044 1.585 -1.363
C 6.671 0.626 -2.492
C -0.957 2.078 -6.004
C 1.991 -4.234 2.129
C 3.117 -0.497 4.333
C 4.025 -1.684 -1.557
C 2.364 3.206 2.925
C 1.686 -1.226 -4.567
C 2.181 2.865 -7.738
C -4.498 -2.522 0.305
C 3.005 6.725 2.848
C 5.442 -1.284 -1.969
C 1.591 -2.774 -6.438
C 1.637 2.400 -1.846
C -6.825 -0.251 4.801
C -5.217 -0.098 2.930
C -0.053 -1.050 -0.170
C -1.244 2.573 2.176
C 3.023 2.624 -1.312
C 0.330 1.660 -6.709
C -9.303 -1.915 6.991
C -1.784 2.981 -3.868
C -0.636 -3.359 -2.632
C -2.211 2.027 -2.774
C 2.912 -3.241 2.888
C 3.542 -0.845 2.921
C 3.085 4.378 3.466
C 2.898 -1.814 -3.815
C 0.051 -4.244 3.507
C -0.878 -1.361 1.075
H -1.879 -0.900 0.983
H -0.694 -1.015 -1.052
H 0.486 1.700 1.447
H -3.537 3.363 1.116
H 3.603 3.008 -2.201
H 2.425 4.751 4.394
H 0.273 -3.441 4.153
H 3.893 7.094 3.355
H 1.386 -3.624 1.438
H 2.722 -3.140 3.965
H 2.837 -2.888 -3.891
H 3.722 -1.488 -4.460
H -2.806 4.267 -0.265
H -1.557 -2.867 -2.354
H 3.480 0.033 2.303
H -1.389 -4.444 -4.033
H -6.049 -0.388 5.513
H -5.259 0.970 3.010
H 1.203 3.366 -2.012
H 2.905 2.182 -7.327
H 7.544 0.270 -1.944
H 3.935 -3.601 2.728
H 0.272 1.721 3.225
H -9.765 -1.599 7.909
H 1.769 -0.106 -4.516
H 2.303 2.411 3.707
H 2.892 2.812 2.015
H 3.809 -0.330 6.810
H 3.537 0.491 4.670
H -1.394 2.029 -2.013
H 2.939 3.421 -0.553
H 0.799 -1.659 -4.124
H 4.226 1.186 -1.313
H 1.983 2.586 -8.746
H -2.621 3.110 -4.517
H 6.638 1.727 -2.420
H -4.201 0.635 -1.982
H 0.265 -2.727 -2.511
H -7.091 0.843 4.809
H 2.960 -0.224 -2.564
H 1.415 -1.710 -1.258
H 0.067 3.261 -4.740
H -6.300 -1.639 3.393
H -7.552 -2.230 5.173
H -1.765 1.547 2.358
H -1.635 3.202 2.996
H 2.094 -0.892 6.891
H -0.564 -4.985 4.047
H 3.846 -2.734 -1.283
H -4.598 -3.578 0.423
H -1.015 -2.459 1.143
H -10.067 -2.111 6.286
H -2.206 1.006 -3.206
H -5.796 -0.283 0.837
H 0.908 1.099 -5.932
H 3.916 -1.064 -0.583
H 0.671 -3.135 -6.087
H 5.748 -1.706 -2.967
H -3.556 1.281 -0.435
H -1.474 2.865 -6.612
H -5.081 2.025 -1.211
H -0.378 -3.978 -0.626
H 0.870 1.544 -3.426
H -8.773 -1.229 4.448
H 4.546 -1.291 3.009
H 6.242 -1.546 -1.254
H -1.648 3.949 -3.404
H 2.246 6.936 3.552
H -1.575 1.197 -5.908
H 4.072 4.122 3.865
H 3.469 -1.972 7.215
H 1.192 1.912 -0.972
H 0.921 4.118 1.755
H 0.171 1.084 -7.667
H -8.689 -2.837 7.186
H 0.402 -0.062 0.005
H -4.886 -2.100 -0.585
H -2.585 4.838 1.404
H 2.653 -1.774 1.366
H -4.028 -0.223 1.103
H 1.983 -0.451 4.299
H 0.429 -5.038 -1.770
H -1.403 -6.134 -1.741
H -0.555 -3.863 2.695
H -4.340 -0.328 3.573
H -3.418 -2.340 0.062
H 2.617 -4.939 1.575
H 0.513 -1.347 2.344
H 6.910 0.304 -3.568
H 2.458 3.928 -7.680
H 2.454 -3.425 -6.202
H 1.535 -2.778 -7.535
H 2.925 7.305 1.952
*
```

HOMO energy: -8.4 eV
SMILES string: COCCNCCOC.COCCNCCOC.COCCNCCOC.COCCNCCOC.COCCNCCOC.OCCO.OCCO.OCCO
HOMO-LUMO gap: 9.0 eV


b | Formula: C36H93N5O16
Source: OMol25
Level of theory: wB97M-V/def2-TZVPD

```
! wB97M-V def2-TZVPD RIJCOSX def2/J DEFGRID3
* xyz 0 1
O 2.422 5.763 22.857
O 5.479 -0.858 17.821
O -0.546 9.590 20.603
O 1.509 7.274 15.040
O -0.954 9.869 11.104
O 0.009 13.570 19.132
O 8.558 8.701 20.862
O 5.693 1.459 19.610
O 1.819 8.550 22.340
O 3.465 10.927 18.760
O 9.972 4.587 22.294
O 6.280 10.627 21.716
O 7.332 4.915 20.064
O 3.550 13.773 22.651
O 5.464 5.934 15.866
O 2.735 7.876 11.189
N 0.561 8.108 9.268
N -1.241 7.905 17.471
N 1.264 14.939 21.224
N 4.984 9.526 16.598
N 9.037 2.854 20.011
C -1.206 10.432 21.519
C -0.399 8.586 18.461
C 8.857 3.605 18.753
C 1.233 6.393 13.974
C -0.419 7.144 16.515
C 7.605 4.495 18.756
C -0.186 14.795 21.115
C 4.933 1.377 18.427
C 9.534 5.911 22.473
C 2.888 8.631 10.014
C -0.511 13.185 17.905
C 1.995 8.077 8.952
C 5.767 7.218 16.344
C -1.225 9.449 19.367
C 3.095 15.093 22.902
C 2.556 10.933 19.820
C -0.627 14.723 19.682
C 3.906 10.465 16.442
C 2.292 7.657 21.355
C 2.905 10.440 17.580
C 10.693 4.395 21.089
C 6.036 5.387 20.271
C 4.388 -0.004 18.208
C 1.639 15.358 22.576
C -0.033 9.414 8.936
C 0.381 7.972 15.508
C 7.160 8.683 20.578
C 3.584 8.336 12.209
C 6.529 10.045 20.453
C 4.590 8.150 16.334
C 10.370 3.017 20.586
C 1.889 6.238 21.639
C 2.800 12.818 23.383
C -1.810 9.185 11.983
C 4.576 5.210 16.679
C -1.277 9.687 9.738
H 4.284 11.487 16.360
H 2.951 12.953 24.458
H 8.730 2.829 17.982
H 5.609 11.307 21.609
H -1.786 11.211 21.019
H 0.303 6.499 17.024
H -1.657 9.575 12.988
H -2.198 8.973 19.555
H -0.248 9.488 7.867
H 11.091 2.533 19.920
H 8.372 3.269 20.656
H 3.380 7.747 21.330
H 2.219 8.403 7.937
H 4.000 8.083 15.405
H 7.796 5.325 18.066
H 4.631 8.133 11.965
H 3.528 5.509 16.551
H 7.125 8.207 19.598
H 1.765 12.802 23.033
H -1.635 8.657 16.903
H 2.040 9.970 19.853
H 6.517 0.981 19.462
H 4.095 2.077 18.527
H 0.696 10.212 9.154
H 3.211 15.253 23.987
H 8.883 6.195 21.641
H 3.291 10.319 15.531
H 3.367 9.384 12.454
H 2.491 9.432 17.718
H 1.946 7.897 20.340
H 2.217 7.001 8.872
H 2.166 5.571 20.816
H -0.487 13.843 21.589
H 2.623 9.685 10.225
H 8.687 9.138 21.709
H -0.140 15.562 19.165
H 10.376 6.610 22.560
H -2.870 9.336 11.740
H 6.596 7.604 15.740
H 7.091 10.692 19.764
H 0.764 8.887 15.969
H 2.206 6.401 23.546
H 9.751 4.111 18.369
H 0.712 6.885 13.143
H -1.448 10.459 18.993
H 2.121 5.890 13.609
H 6.214 7.188 17.351
H 1.673 14.017 21.103
H 8.962 6.000 23.396
H 0.793 6.106 21.647
H -0.260 8.310 14.683
H 6.762 3.897 18.386
H 3.584 -0.071 17.474
H -1.573 12.896 17.892
H -1.628 8.103 11.976
H -0.428 13.990 17.151
H 3.747 15.814 22.413
H -1.963 8.836 9.619
H 4.017 -0.352 19.177
H 1.446 16.433 22.639
H 3.215 11.833 23.155
H 1.017 14.894 23.360
H -1.909 9.862 22.146
H 3.368 7.808 13.140
H -1.709 14.724 19.548
H -0.724 15.578 21.649
H 10.497 5.221 20.397
H 11.772 4.453 21.314
H 0.520 5.621 14.305
H 3.932 8.690 9.674
H 5.713 6.095 19.493
H 5.981 5.929 21.211
H -1.826 10.548 9.342
H 0.035 12.369 17.427
H 0.518 8.077 10.286
H 1.734 11.668 19.673
H 4.662 4.160 16.392
H 0.943 8.869 22.094
H 2.998 11.342 20.727
H 5.828 9.826 16.135
H -0.473 10.842 22.214
H 10.457 2.337 21.443
H -1.085 6.450 15.995
H 6.546 8.135 21.304
H 5.326 4.549 20.212
H 5.525 1.741 17.578
H 0.437 9.128 18.014
H 3.874 7.888 17.121
H 5.507 -1.633 18.386
H 2.088 11.117 17.271
H 4.808 5.208 17.747
H 5.597 9.896 19.883
H 0.042 7.839 19.130
*
```

HOMO energy: -8.3 eV
SMILES string: COCCNCCOC.COCCNCCOC.COCCNCCOC.COCCNCCOC.COCCNCCOC.OCCO.OCCO.OCCO
HOMO-LUMO gap: 8.5 eV


Short version: a is the least stable of them.


a | Formula: C2H5OPS
Source: OMol25
Level of theory: wB97M-V/def2-TZVPD

```
! wB97M-V def2-TZVPD RIJCOSX def2/J DEFGRID3
* xyz 0 1
S 1.257 -1.316 -0.089
P -0.443 -0.150 -0.288
O 2.068 1.418 -0.116
C -1.916 -0.860 0.080
C 1.158 0.503 0.372
H -2.126 -1.341 1.025
H 1.187 0.749 1.519
H -0.591 0.334 -1.550
H -2.966 -0.407 -0.033
H 2.372 1.070 -0.920
*
```

HOMO energy: -8.0 eV
SMILES string: C=[P@@H]1S[C@H]1O
HOMO-LUMO gap: 8.6 eV


b | Formula: C2H5OPS
Source: OMol25
Level of theory: wB97M-V/def2-TZVPD

```
! wB97M-V def2-TZVPD RIJCOSX def2/J DEFGRID3
* xyz 0 1
S -1.060 0.297 1.745
P -0.053 1.256 0.256
O -0.729 -1.713 -2.410
C 1.611 0.484 0.479
C -1.312 -1.048 -1.612
H 2.168 1.114 1.205
H -2.089 -1.445 -1.078
H 1.703 -0.578 0.338
H -2.189 0.885 1.536
H 1.949 0.749 -0.458
*
```

HOMO energy (spin up / spin down): -8.4 / -7.4 eV
HOMO-LUMO gap (spin up / spin down): 8.0 / 7.4 eV


Short version: b is the least stable of them.


a | Formula: C4H12O2
Source: OMol25
Level of theory: wB97M-V/def2-TZVPD

```
! wB97M-V def2-TZVPD RIJCOSX def2/J DEFGRID3
* xyz 0 1
O -1.911 -2.373 -3.299
O 2.174 2.801 0.880
C -2.258 -2.498 -1.853
C -1.151 -2.096 -0.806
C 1.742 1.816 1.825
C 1.323 2.431 3.115
H -3.146 -1.658 -1.936
H 1.102 1.506 3.814
H -0.545 -1.328 -1.252
H 0.446 3.206 3.203
H -0.490 -2.913 -0.610
H 2.222 2.961 3.465
H -2.932 -3.439 -1.485
H 2.909 2.286 0.475
H 0.789 1.359 1.386
H -1.026 -2.730 -3.533
H 2.466 1.104 2.090
H -1.835 -1.692 0.042
*
```

HOMO energy: -10.2 eV
SMILES string: CCO.CCO
HOMO-LUMO gap: 10.9 eV


b | Formula: C4H12O2
Source: OMol25
Level of theory: wB97M-V/def2-TZVPD

```
! wB97M-V def2-TZVPD RIJCOSX def2/J DEFGRID3
* xyz 0 1
O 2.896 -0.927 -0.668
O -2.428 0.166 -1.473
C -0.384 -0.672 2.021
C -0.253 -0.301 0.568
C -0.153 0.951 0.154
C 0.282 1.451 -1.213
H 0.697 2.456 -1.141
H 3.482 -1.352 -0.040
H -2.467 0.192 -0.519
H -2.694 -0.725 -1.702
H -0.790 0.047 2.743
H -0.107 -1.149 -0.086
H 1.070 0.765 -1.547
H -0.360 1.718 0.910
H -0.570 1.336 -1.906
H -0.988 -1.548 2.275
H 0.581 -0.867 2.482
H 2.188 -1.541 -0.858
*
```

HOMO energy: -9.0 eV
SMILES string: C/C=C/C.O.O
HOMO-LUMO gap: 9.8 eV


Short version: a is the least stable of them.


a | Formula: C4H12O2
Source: OMol25
Level of theory: wB97M-V/def2-TZVPD

```
! wB97M-V def2-TZVPD RIJCOSX def2/J DEFGRID3
* xyz 0 1
O -4.535 -2.501 0.109
O 5.660 2.202 1.582
C 0.288 0.504 -1.816
C -0.300 -0.101 -0.553
C 0.576 -0.050 0.660
C -1.599 -0.343 -0.423
H 5.006 2.431 2.249
H -2.010 -0.634 0.534
H 1.298 0.842 -1.596
H 0.346 -0.006 -2.778
H -2.305 -0.472 -1.222
H -0.351 1.351 -2.016
H -4.158 -2.365 0.982
H 5.137 1.603 1.035
H 1.398 0.661 0.581
H -5.472 -2.307 0.159
H -0.013 0.181 1.552
H 1.034 -0.998 0.959
*
```

HOMO energy: -9.2 eV
SMILES string: C=C(C)C.O.O
HOMO-LUMO gap: 9.7 eV


b | Formula: C4H12O2
Source: OMol25
Level of theory: wB97M-V/def2-TZVPD

```
! wB97M-V def2-TZVPD RIJCOSX def2/J DEFGRID3
* xyz 0 1
O 1.159 -0.607 -1.740
O -1.680 -1.365 3.136
C 0.034 -0.140 -1.053
C 1.239 1.990 -0.445
C 0.430 0.822 0.078
C -0.863 -1.246 -0.536
H -1.883 -0.914 -0.381
H 2.131 1.668 -0.989
H -0.507 1.107 0.557
H 0.963 -1.434 -2.173
H 0.705 2.601 -1.174
H 1.632 2.605 0.365
H -0.985 -1.685 2.566
H -0.574 0.531 -1.686
H -0.487 -1.611 0.428
H -0.862 -2.162 -1.132
H 1.017 0.302 0.845
H -1.469 -0.463 3.335
*
```

HOMO energy: -10.2 eV
SMILES string: CC[C@H](C)O.O
HOMO-LUMO gap: 11.0 eV


Short version: a is the least stable of them.